Record 1
Formula: C54H119F6N11O12S6
Source: the Open Molecules 2025 dataset
Level of theory: wB97M-V/def2-TZVPD

```
! wB97M-V def2-TZVPD RIJCOSX def2/J DEFGRID3
* xyz 4 1
S -0.297 -3.923 5.519
S 0.894 -0.229 0.239
S -4.551 -0.221 -1.599
S -6.017 -2.127 -2.380
S 0.223 -3.505 3.198
S -0.328 1.776 -0.405
F -7.265 -2.818 -1.711
F 2.394 -0.790 0.109
F 0.033 3.037 -1.348
F 1.421 -2.788 2.383
F -4.853 1.169 -0.809
F 0.388 -3.648 6.963
O -4.965 -3.080 -2.147
O 0.008 -1.210 -0.326
O 0.230 -4.827 2.650
O -0.896 -2.642 2.944
O -6.510 -1.836 -3.693
O -1.431 1.247 -1.159
O -3.427 -0.797 -0.909
O -4.250 0.282 -2.924
O -0.549 -5.318 5.570
O 0.843 -0.046 1.660
O -1.459 -3.074 5.598
O -0.597 2.461 0.822
N 4.075 -7.446 -1.085
N 1.596 5.859 2.496
N -1.176 -2.708 -3.823
N 5.135 2.617 -2.078
N 1.156 1.080 -0.571
N -4.213 -1.254 2.389
N 0.911 -3.409 4.659
N 3.558 2.800 -3.560
N 2.740 -0.305 5.555
N -5.954 -0.827 -1.351
N -3.160 3.695 -4.582
C -3.488 4.392 -0.724
C 1.756 4.363 -4.185
C -3.819 -1.549 3.865
C 3.530 -9.804 -1.319
C -2.368 0.141 3.176
C -2.909 4.426 -2.155
C -7.903 -0.183 2.986
C 5.032 -7.259 0.078
C -2.322 2.449 -4.412
C 1.939 5.162 3.824
C 5.728 3.062 -3.247
C 1.770 -4.308 -0.548
C 3.541 -1.227 4.677
C 4.232 8.704 2.348
C -0.406 4.810 3.394
C 2.180 -1.020 6.790
C 4.498 -9.405 -2.428
C -3.321 -2.804 -5.080
C 3.839 2.406 -2.316
C 4.718 -1.565 2.458
C 1.059 -1.752 -3.471
C 4.047 -0.577 3.394
C -3.560 4.005 -6.974
C 3.591 0.836 5.990
C -6.629 -0.980 3.241
C 0.534 0.611 6.061
C -1.892 -3.291 -5.027
C 4.840 -7.899 -2.350
C -1.689 -3.333 -2.540
C -1.295 -1.178 -3.673
C 4.726 3.193 -4.155
C -4.145 -3.716 -5.966
C -3.061 -0.361 1.920
C 1.440 0.130 4.920
C 3.687 7.279 2.267
C -4.389 -2.518 1.616
C 2.674 -5.495 -0.195
C -3.223 -0.263 4.366
C 0.312 -2.953 -3.983
C -3.864 3.972 -3.254
C 2.008 4.962 1.351
C 0.089 5.960 2.525
C -2.373 4.877 -5.074
C -5.495 -0.427 2.401
C 5.789 2.311 -0.811
C 3.012 -8.458 -0.774
C 1.057 -0.140 7.296
C 0.659 4.692 4.483
C 2.186 2.894 -4.057
C -4.243 3.582 -5.648
C 0.115 -0.597 -3.792
C 2.153 7.262 2.391
C 3.386 -6.117 -1.381
C -2.214 4.603 -6.552
H 2.071 -1.594 -3.841
H -5.763 -0.277 1.355
H -4.701 -1.957 4.341
H 1.608 0.884 4.153
H 5.871 -7.652 -2.119
H -2.891 5.767 -4.712
H -1.712 -4.366 -4.996
H 2.745 -10.445 -1.710
H 4.016 -2.257 1.990
H -4.459 3.093 -3.012
H 4.105 9.181 1.377
H -1.398 -3.001 -5.961
H 5.514 -2.133 2.939
H -4.916 4.396 -5.395
H -6.888 -2.012 2.996
H 5.262 8.731 2.694
H 2.539 5.002 -4.577
H -2.895 5.084 -0.127
H 4.093 6.791 3.160
H -1.415 4.936 -4.554
H 0.253 0.275 -3.150
H -4.250 -4.722 -5.556
H 3.391 -5.222 0.583
H -1.018 -2.978 -1.767
H 5.608 -6.372 -0.157
H 0.538 -3.145 -5.027
H -3.936 0.427 4.823
H 6.184 1.304 -0.708
H -3.419 3.422 -0.230
H 2.996 -1.144 7.498
H 3.171 1.247 6.909
H 4.787 0.198 3.619
H 4.392 -7.165 0.951
H 0.862 4.371 -4.813
H -2.683 5.489 -2.253
H -4.141 4.731 -7.542
H -4.835 -2.215 0.674
H -3.449 0.486 1.365
H -8.824 -0.533 3.451
H -1.996 1.166 3.083
H 4.159 -9.530 -3.457
H 1.021 -0.761 4.453
H -0.189 6.849 3.093
H 6.796 3.114 -3.364
H -1.383 3.897 -6.629
H -4.498 4.812 -3.534
H -2.378 -0.962 1.329
H 1.522 -3.671 0.292
H 3.187 -0.057 2.961
H 2.774 -8.509 0.288
H -3.710 -2.935 -4.074
H -1.941 -0.733 -4.421
H 4.421 -7.303 -3.153
H 0.432 5.240 5.399
H 0.699 1.677 6.232
H 1.775 -1.957 6.431
H -3.431 -3.014 1.471
H 5.419 -9.980 -2.333
H 1.556 3.994 1.567
H 0.241 -0.789 7.616
H -0.329 6.042 1.526
H 5.058 2.471 -0.019
H -1.651 -4.418 -2.641
H 4.079 -10.386 -0.583
H -0.592 3.885 2.845
H -3.764 -3.844 -6.985
H 2.793 -1.981 4.421
H 1.168 -1.675 -2.384
H 1.352 0.483 8.136
H 0.617 3.668 4.861
H 3.692 9.286 3.098
H -6.410 -0.882 4.303
H -5.156 -3.334 -6.110
H -0.515 0.414 5.873
H 2.618 4.355 3.550
H -2.586 -0.471 5.230
H -1.871 5.525 -7.020
H -8.144 -0.152 1.919
H 4.618 0.568 6.221
H -1.386 -0.321 3.329
H -1.378 4.995 3.853
H -4.649 2.585 -5.769
H 3.587 1.635 5.250
H 0.605 -3.789 -3.345
H 4.336 -1.713 5.240
H -2.745 -3.090 -2.446
H -4.541 4.673 -0.699
H -1.699 -1.020 -2.674
H 5.577 -8.191 0.200
H 4.760 3.477 -5.193
H 4.190 -5.447 -1.698
H -3.454 -1.755 -5.335
H 5.169 -1.014 1.629
H 6.574 3.041 -0.626
H 2.105 2.474 -5.058
H 0.809 -4.726 -0.864
H -2.087 2.068 -5.403
H 2.095 -3.690 -1.388
H 1.509 2.366 -3.390
H 2.525 5.804 4.479
H 1.610 5.380 0.432
H -3.540 3.151 -7.652
H 3.058 2.201 -1.595
H 4.031 6.746 1.383
H -7.829 0.856 3.323
H -5.178 0.541 2.792
H 1.899 7.791 3.306
H -5.002 -3.202 2.198
H 2.085 -6.250 0.334
H 2.750 -6.273 -2.251
H 1.346 4.736 -3.243
H -2.012 3.807 -2.190
H -2.853 1.752 -3.765
H 0.256 -0.229 -4.815
H 3.083 4.817 1.381
H 2.049 -8.179 -1.201
H 1.697 7.699 1.504
H -3.052 -2.309 3.715
H -1.397 2.769 -3.934
*
```

- Kohn-Sham gap: 8.4342 eV
- E_tot: -180171.2751 eV
- Highest occupied orbital energy: -15.97 eV

Record 2
Formula: C31H40N4OOsP2S2Si
Source: the Open Molecules 2025 dataset
Level of theory: wB97M-V/def2-TZVPD

```
! wB97M-V def2-TZVPD RIJCOSX def2/J DEFGRID3
* xyz 2 5
Os -0.095 -0.705 -0.914
S -1.940 -1.842 0.046
S 2.049 -3.884 2.547
P -0.593 -0.363 -3.282
P 0.842 -2.853 -2.111
Si -2.231 2.171 -1.265
O 1.560 0.486 5.848
N -1.497 0.639 -0.740
N 0.756 0.422 0.790
N 1.381 -2.201 0.719
N 1.375 0.899 3.114
C 2.225 -0.403 4.978
C 4.942 -1.259 0.367
C -3.811 0.377 -0.061
C -0.413 4.737 1.423
C 0.658 -4.472 -1.318
C 2.763 -2.110 0.836
C 3.585 -1.227 0.127
C -2.393 -0.057 0.198
C 0.906 -3.061 1.565
C -0.259 5.904 0.681
C -4.934 -0.303 0.383
C -1.403 3.643 -0.494
C 5.492 -2.149 1.301
C -0.080 -3.000 -3.687
C 2.576 -2.820 -2.669
C 4.694 -3.013 2.021
C -6.302 1.497 -0.460
C -0.982 3.620 0.838
C -5.172 2.171 -0.901
C 3.320 -2.980 1.783
C -1.240 4.820 -1.225
C 0.578 1.730 4.033
C 0.335 0.932 5.306
C 1.019 0.651 1.897
C -6.183 0.264 0.174
C -2.376 -0.454 -3.600
C 2.600 0.303 3.685
C 0.053 -1.656 -4.394
C 0.072 1.190 -3.946
C -3.913 1.610 -0.708
C -0.674 5.945 -0.642
H 3.156 -0.528 -0.580
H -2.578 -0.099 -4.611
H -5.280 3.129 -1.395
H 0.847 -5.261 -2.048
H -2.962 0.115 -2.886
H -4.840 -1.262 0.880
H -2.155 2.317 -2.732
H 0.323 -3.811 -4.294
H 1.096 -1.438 -4.630
H 1.373 -4.577 -0.506
H -7.071 -0.255 0.507
H -0.496 1.511 -4.820
H -0.154 -3.263 1.654
H 1.151 2.632 4.256
H 3.228 -3.111 -1.845
H -1.556 4.864 -2.262
H -1.113 2.713 1.422
H -0.320 0.077 5.093
H -7.281 1.929 -0.614
H -0.504 -1.615 -5.331
H 0.058 1.984 -3.204
H -2.113 0.205 1.226
H 2.872 -1.822 -2.990
H 3.306 1.112 3.885
H 6.561 -2.151 1.464
H -0.140 1.558 6.059
H 0.181 6.780 1.138
H -0.354 -4.589 -0.929
H 5.120 -3.689 2.750
H 1.106 1.012 -4.244
H -2.679 -1.499 -3.524
H -0.557 6.854 -1.218
H -0.355 2.009 3.547
H -0.094 4.713 2.458
H 2.719 -3.521 -3.493
H 5.597 -0.584 -0.168
H 1.587 -1.271 4.758
H -1.123 -3.239 -3.464
H 3.120 -0.748 5.493
H 3.035 -0.381 2.957
*
```

- Kohn-Sham gap (spin up / spin down): 8.0639 / 6.3643 eV
- E_tot: -91383.5260 eV
- Relative energy (zero: lowest compared OMol25 entry of this formula, charge and spin): 0.0 kJ/mol
- Highest occupied orbital energy (spin up / spin down): -13.22 / -13.73 eV

Record 3
Formula: C2H5NO3
Source: the Open Molecules 2025 dataset
Level of theory: wB97M-V/def2-TZVPD

```
! wB97M-V def2-TZVPD RIJCOSX def2/J DEFGRID3
* xyz 0 1
O -1.997 -0.551 -0.448
O -0.897 1.277 0.218
O 1.868 0.029 -0.772
N 1.320 0.056 0.525
C -0.987 -0.053 -0.043
C 0.190 -0.839 0.448
H 1.525 0.902 -1.158
H 0.277 -1.741 -0.184
H -0.081 1.419 0.713
H 2.014 -0.358 1.091
H 0.008 -1.298 1.457
*
```

- Structure (SMILES): O=C(O)CNO
- Kohn-Sham gap: 10.9909 eV
- E_tot: -9786.0530 eV
- Relative energy (zero: lowest compared OMol25 entry of this formula, charge and spin): 206.1 kJ/mol
- Highest occupied orbital energy: -10.42 eV

Record 4
Formula: C42H40GeN5ORh
Source: the Open Molecules 2025 dataset
Level of theory: wB97M-V/def2-TZVPD

```
! wB97M-V def2-TZVPD RIJCOSX def2/J DEFGRID3
* xyz 2 1
Rh 0.921 -0.845 0.303
Ge -0.837 0.858 -0.527
O 2.124 0.473 1.340
N 0.117 -2.465 -0.843
N -0.075 -0.955 2.216
N 2.330 -0.783 -1.202
N 2.256 -2.518 0.917
N 2.093 1.808 1.418
C -2.757 0.619 -4.305
C -2.846 -1.123 0.422
C 2.252 4.522 1.679
C -2.560 0.225 0.199
C -0.749 2.791 -0.016
C 3.473 -1.420 -0.862
C -1.892 -1.025 4.315
C -0.818 5.565 0.547
C 2.243 2.560 0.320
C -0.242 -2.084 2.930
C -1.065 3.278 1.257
C -0.600 1.543 -4.781
C -0.702 0.149 2.641
C 0.615 -3.682 -0.540
C -1.843 1.115 -5.223
C 3.557 -1.926 0.553
C -0.955 -2.411 -1.644
C -1.156 -4.780 -1.711
C -0.276 1.460 -3.434
C -5.069 -0.585 1.164
C 2.132 -2.797 2.355
C 4.486 -1.616 -1.780
C -1.171 0.947 -2.489
C -0.010 -4.849 -0.930
C -4.808 0.758 0.935
C 3.158 -0.506 -3.420
C 1.966 -3.725 0.120
C -4.085 -1.528 0.898
C 2.017 2.353 2.645
C 0.714 -3.232 2.721
C -0.497 3.752 -1.003
C 4.336 -1.144 -3.077
C -1.600 0.171 3.685
C -1.611 -3.537 -2.106
C -1.177 -2.153 3.950
C -3.569 1.156 0.452
C -0.525 5.113 -0.730
C 2.098 3.717 2.799
C 2.177 -0.358 -2.457
C 2.324 3.931 0.428
C -1.101 4.638 1.538
C -2.423 0.537 -2.959
H -2.626 -1.071 5.108
H -0.443 1.049 2.111
H -3.161 0.155 -2.263
H 2.981 -0.137 -4.421
H 0.307 -3.939 1.994
H -1.357 2.613 2.060
H 2.050 -4.623 0.735
H 2.392 -1.883 2.892
H -2.083 1.097 3.965
H 0.411 -5.804 -0.644
H -1.293 -1.429 -1.930
H -1.373 4.971 2.532
H -1.302 -3.084 4.487
H -2.090 -1.881 0.249
H -3.739 0.304 -4.635
H -0.338 5.820 -1.528
H -4.283 -2.580 1.065
H 3.723 -1.084 1.226
H -6.036 -0.897 1.535
H 0.694 1.840 -3.128
H -5.575 1.499 1.125
H 2.041 4.137 3.793
H 5.382 -2.141 -1.478
H 0.766 -3.783 3.660
H 2.847 -3.575 2.642
H 2.317 5.596 1.780
H -0.858 6.625 0.759
H 1.913 1.643 3.451
H -3.395 2.210 0.269
H 0.113 1.955 -5.484
H -2.472 -3.421 -2.748
H -0.306 3.452 -2.020
H 2.720 -3.824 -0.665
H 2.439 4.522 -0.469
H -1.666 -5.683 -2.018
H -2.102 1.180 -6.271
H 2.300 2.012 -0.607
H 5.120 -1.293 -3.807
H 4.387 -2.630 0.664
H 1.225 0.091 -2.692
*
```

- Kohn-Sham gap: 8.0006 eV
- E_tot: -113212.7700 eV
- Relative energy (zero: lowest compared OMol25 entry of this formula, charge and spin): 31.7 kJ/mol
- Highest occupied orbital energy: -13.23 eV

Record 5
Formula: C21H28ClCrN3O2Se
Source: the Open Molecules 2025 dataset
Level of theory: wB97M-V/def2-TZVPD

```
! wB97M-V def2-TZVPD RIJCOSX def2/J DEFGRID3
* xyz -1 4
Se -0.036 0.507 5.213
Cr -0.648 -0.055 0.428
Cl -2.790 0.575 1.846
O -0.352 -4.055 -0.566
O -0.661 4.067 -0.412
N 0.144 -0.020 2.320
N -0.330 -2.065 0.444
N -0.165 1.994 0.292
C -0.587 2.565 -3.977
C -1.253 -1.223 -2.092
C -0.784 1.225 -3.354
C -0.873 -2.842 -0.465
C 1.985 -2.066 1.165
C -0.387 0.018 -3.964
C -2.018 2.296 -1.358
C 0.062 0.186 3.497
C -0.964 2.774 -0.431
C 0.196 -3.143 2.582
C -0.688 -1.232 -3.386
C 0.763 -4.112 0.389
C -0.416 -2.532 -4.049
C 1.609 2.530 1.976
C -1.352 1.158 -2.042
C -1.062 -0.042 -1.397
C 0.684 -2.827 1.185
C 2.090 2.502 -0.451
C -1.896 -2.409 -1.461
C 0.501 4.194 0.485
C 1.040 2.776 0.602
H 0.621 -5.007 0.984
H -0.140 2.401 -4.985
H 2.750 -2.687 1.630
H -0.787 -3.621 2.529
H 0.911 -3.838 3.025
H -2.120 -3.233 -2.144
H 2.407 3.256 2.132
H 0.851 2.666 2.750
H 1.189 4.900 0.039
H -2.806 -2.137 -0.875
H 2.037 1.530 2.070
H -2.872 1.959 -0.728
H 0.132 -2.254 3.210
H 2.441 1.469 -0.390
H 0.032 0.054 -4.961
H 2.270 -1.841 0.135
H -2.216 -0.302 0.911
H 0.207 -3.191 -3.411
H 0.132 4.573 1.447
H -1.370 -3.055 -4.253
H 0.098 3.210 -3.360
H 1.680 -4.194 -0.187
H 0.107 -2.328 -4.995
H 1.703 2.688 -1.455
H -1.571 3.093 -4.069
H 2.930 3.171 -0.269
H -2.346 3.106 -2.031
H 1.917 -1.133 1.730
*
```

- Kohn-Sham gap (spin up / spin down): 5.8873 / 4.1036 eV
- E_tot: -137086.1738 eV
- Highest occupied orbital energy (spin up / spin down): -3.16 / -1.37 eV

Record 6
Formula: C5H7N
Source: the Open Molecules 2025 dataset
Level of theory: wB97M-V/def2-TZVPD

```
! wB97M-V def2-TZVPD RIJCOSX def2/J DEFGRID3
* xyz 0 1
N 0.453 0.828 -0.227
C -2.026 -1.076 1.662
C 1.221 1.884 -0.840
C 0.628 -0.357 -0.641
C -1.074 -1.319 0.808
C -0.106 -1.500 -0.060
H 1.341 -0.599 -1.447
H 0.536 2.642 -1.236
H 0.183 -2.506 -0.359
H -3.055 -0.951 1.336
H 1.825 2.374 -0.067
H 1.886 1.545 -1.650
H -1.811 -0.963 2.721
*
```

- Structure (SMILES): C=C=C/C=N/C
- Kohn-Sham gap: 10.1368 eV
- E_tot: -6786.1746 eV
- Relative energy (zero: lowest compared OMol25 entry of this formula, charge and spin): 225.6 kJ/mol
- Highest occupied orbital energy: -9.23 eV

Record 7
Formula: C3H4ClF
Source: the Open Molecules 2025 dataset
Level of theory: wB97M-V/def2-TZVPD

```
! wB97M-V def2-TZVPD RIJCOSX def2/J DEFGRID3
* xyz 0 1
Cl -2.144 -0.117 -0.303
F 1.523 -0.901 -0.378
C -0.596 -0.865 0.195
C 0.557 -0.044 -0.085
C 0.569 1.295 -0.075
H -0.410 -1.728 -0.416
H -0.269 1.875 0.248
H -0.769 -1.159 1.237
H 1.539 1.643 -0.423
*
```

- Structure (SMILES): C=C(F)CCl
- Kohn-Sham gap: 10.8840 eV
- E_tot: -18414.6455 eV
- Relative energy (zero: lowest compared OMol25 entry of this formula, charge and spin): 41.3 kJ/mol
- Highest occupied orbital energy: -9.91 eV

Record 8
Formula: C2ClO3P
Source: the Open Molecules 2025 dataset
Level of theory: wB97M-V/def2-TZVPD

```
! wB97M-V def2-TZVPD RIJCOSX def2/J DEFGRID3
* xyz -2 1
Cl 2.439 -0.239 0.695
P -0.394 0.473 0.304
O -0.349 -1.638 -1.698
O -1.693 0.662 1.098
O -0.013 1.518 -0.793
C -0.827 -0.783 -1.053
C 0.837 0.007 1.448
*
```

- Kohn-Sham gap (spin up / spin down): 4.6148 / 5.2774 eV
- E_tot: -30024.3262 eV
- Relative energy (zero: lowest compared OMol25 entry of this formula, charge and spin): 211.2 kJ/mol
- Highest occupied orbital energy (spin up / spin down): 1.77 / 1.10 eV

Record 9
Formula: C4H8O2
Source: the Open Molecules 2025 dataset
Level of theory: wB97M-V/def2-TZVPD

```
! wB97M-V def2-TZVPD RIJCOSX def2/J DEFGRID3
* xyz 0 1
O -0.811 1.328 -1.269
O 0.625 2.035 -1.172
C 0.094 0.015 0.516
C -0.426 0.077 -0.837
C -1.538 -0.593 -0.179
C 1.217 -0.881 0.932
H 1.074 -1.277 1.944
H -1.815 -1.590 -0.495
H 0.418 2.682 -0.478
H 0.128 -0.526 -1.564
H 1.330 -1.719 0.236
H -2.328 -0.039 0.301
H 2.158 -0.313 0.926
H -0.183 0.812 1.202
*
```

- Structure (SMILES): C[C@@H]1C[C@H]1OO
- Kohn-Sham gap: 9.4192 eV
- E_tot: -8367.5396 eV
- Relative energy (zero: lowest compared OMol25 entry of this formula, charge and spin): 554.0 kJ/mol
- Highest occupied orbital energy: -8.77 eV